No. 1
This record from OMol25 describes a cluster of 2 separate species, C11H14N2 in total at a distorted geometry. The level of theory is ωB97M-V/def2-TZVPD.

Computed properties:
E_HOMO = -0.3084 hartree
ΔE to the lowest compared entry with this formula, charge and spin = 73.1 kJ/mol
HOMO-LUMO gap = 9.26 eV
structure (SMILES) = Cc1c[nH]cn1.Cc1ccccc1
LUMO = 0.9 eV
maximum force = 2.5 eV/Å

Each line ends with the Löwdin charge.
Geometry (Å):
C  -1.19  2.10  1.81  -0.049
C  -0.89  0.64  1.83  -0.363
C  0.22  0.09  2.38  -0.091
N  -0.02  -1.27  2.53  0.049
C  -1.21  -1.50  1.87  -0.208
N  -1.70  -0.38  1.41  0.096
H  -1.48  2.56  0.86  0.070
H  -0.46  2.64  2.41  0.075
H  -2.15  2.29  2.32  0.078
H  1.17  0.33  2.80  0.111
H  0.54  -1.92  3.05  0.136
H  -1.54  -2.49  1.65  0.109
C  -0.08  2.07  -2.74  -0.057
C  0.48  0.81  -2.12  -0.260
C  -0.30  -0.36  -2.35  -0.049
C  0.13  -1.58  -1.85  -0.098
C  1.27  -1.67  -1.05  -0.105
C  1.95  -0.50  -0.77  -0.118
C  1.52  0.75  -1.19  -0.057
H  -0.12  2.94  -2.10  0.068
H  -1.11  1.90  -3.04  0.071
H  0.56  2.31  -3.60  0.083
H  -1.20  -0.31  -2.95  0.103
H  -0.45  -2.49  -1.95  0.099
H  1.59  -2.65  -0.74  0.097
H  2.74  -0.55  -0.03  0.099
H  1.91  1.67  -0.78  0.111

No. 2
This record from OMol25 describes a cluster of 2 separate species, C11H14N2O in total at a distorted geometry. The level of theory is ωB97M-V/def2-TZVPD.

Computed properties:
E_HOMO = -0.3049 hartree
ΔE to the lowest compared entry with this formula, charge and spin = 403.2 kJ/mol
HOMO-LUMO gap = 8.84 eV
structure (SMILES) = Cc1ccc(O)cc1.Cc1c[nH]cn1
LUMO = 0.5 eV
maximum force = 5.0 eV/Å

Each line ends with the Löwdin charge.
Geometry (Å):
C  2.73  -0.42  0.07  -0.091
C  1.97  0.65  0.66  -0.314
C  0.68  0.19  1.07  -0.038
C  -0.25  1.12  1.54  -0.014
C  -0.01  2.56  1.38  -0.297
O  -1.17  3.12  1.74  0.067
C  1.30  2.99  1.08  -0.024
C  2.17  2.00  0.54  -0.061
H  3.74  -0.20  -0.17  0.061
H  2.50  -0.82  -0.98  0.114
H  2.78  -1.26  0.66  0.049
H  0.48  -0.86  1.24  0.114
H  -1.14  0.83  1.97  0.078
H  -1.33  3.99  1.92  0.070
H  1.51  4.09  1.32  0.127
H  3.22  2.26  0.05  0.147
C  -0.87  -3.29  -2.01  -0.046
C  -1.45  -2.08  -1.29  -0.422
C  -1.26  -0.70  -1.57  -0.046
N  -2.04  -0.07  -0.57  0.033
C  -2.79  -0.97  0.09  -0.120
N  -2.42  -2.26  -0.40  0.063
H  -0.34  -2.79  -2.87  0.082
H  -1.75  -3.82  -2.52  0.104
H  -0.36  -3.79  -1.24  0.049
H  -0.35  -0.35  -2.01  0.099
H  -2.10  0.88  -0.66  0.101
H  -3.45  -1.01  0.96  0.114

No. 3
This record from OMol25 describes a cluster of 2 separate species, C11H14N2O in total at a distorted geometry. The level of theory is ωB97M-V/def2-TZVPD.

Computed properties:
E_HOMO = -0.2990 hartree
ΔE to the lowest compared entry with this formula, charge and spin = 81.1 kJ/mol
HOMO-LUMO gap = 8.68 eV
structure (SMILES) = Cc1c[nH]c2ccccc12.CC(N)=O
LUMO = 0.5 eV
maximum force = 1.9 eV/Å

Each line ends with the Löwdin charge.
Geometry (Å):
C  2.61  1.54  -1.85  -0.053
C  1.73  0.54  -1.20  -0.231
C  1.88  0.05  0.06  -0.069
N  1.10  -1.08  0.22  0.073
C  0.29  -1.19  -0.89  -0.221
C  -0.64  -2.20  -1.18  -0.024
C  -1.08  -2.23  -2.48  -0.111
C  -0.59  -1.38  -3.49  -0.098
C  0.27  -0.35  -3.17  -0.020
C  0.73  -0.27  -1.85  -0.140
H  3.40  1.08  -2.40  0.072
H  3.04  2.36  -1.27  0.077
H  2.05  2.10  -2.62  0.079
H  2.44  0.55  0.81  0.116
H  0.97  -1.65  1.04  0.145
H  -1.21  -2.80  -0.48  0.105
H  -1.89  -2.88  -2.78  0.100
H  -0.77  -1.57  -4.54  0.098
H  0.67  0.25  -3.98  0.110
C  -2.86  1.20  3.34  -0.008
C  -1.38  1.42  3.55  -0.596
N  -0.60  0.71  2.68  0.147
O  -0.89  2.12  4.41  0.040
H  -3.41  2.13  3.49  0.086
H  -3.19  0.52  4.12  0.084
H  -3.04  0.82  2.34  0.071
H  0.40  0.65  2.68  0.090
H  -0.98  0.07  2.01  0.080

No. 4
This record from OMol25 describes an isolated molecule of C11H14N2O2 at a distorted geometry. The level of theory is ωB97M-V/def2-TZVPD.

Computed properties:
E_HOMO (alpha / beta) = -0.2709 / -0.2709 hartree
ΔE to the lowest compared entry with this formula, charge and spin = 261.6 kJ/mol
HOMO-LUMO gap (alpha / beta) = 7.71 / 7.71 eV
LUMO (alpha / beta) = 0.3 / 0.3 eV
maximum force = 5.1 eV/Å

Each line ends with the Löwdin charge.
Geometry (Å):
C  -1.58  -1.77  -0.61  0.010
C  0.12  -1.78  1.10  -0.026
C  -2.30  -2.68  0.26  -0.168
C  -0.64  -2.72  1.77  -0.140
C  -0.31  -1.27  -0.12  -0.223
C  -0.79  1.57  -0.24  -0.239
C  1.47  1.37  0.65  -0.093
C  1.73  0.33  -0.41  -0.343
C  0.36  -0.32  -0.91  -0.174
C  0.12  -0.20  -2.41  -0.059
C  -0.10  3.02  1.48  0.003
N  -1.84  -3.19  1.38  0.023
N  0.14  1.93  0.56  -0.074
O  -1.92  1.76  -0.60  0.134
O  2.35  1.02  -1.43  -0.042
H  -2.19  -1.63  -1.55  0.118
H  1.11  -1.60  1.33  0.073
H  -3.40  -2.91  0.16  0.115
H  -0.34  -3.15  2.73  0.101
H  1.55  0.95  1.60  0.114
H  2.23  2.15  0.57  0.142
H  2.46  -0.47  -0.01  0.164
H  0.37  -1.11  -2.87  0.077
H  0.49  0.64  -2.92  0.074
H  -0.93  -0.23  -2.58  0.057
H  0.82  3.39  1.79  0.068
H  -0.87  3.69  1.12  0.109
H  -0.41  2.73  2.43  0.081
H  2.28  0.46  -2.26  0.119

No. 5
This record from OMol25 describes a structure of composition C11H14N2S2 at a distorted geometry. The level of theory is ωB97M-V/def2-TZVPD.

Computed properties:
E_HOMO = -0.3059 hartree
ΔE to the lowest compared entry with this formula, charge and spin = 200.1 kJ/mol
HOMO-LUMO gap = 8.38 eV
LUMO = 0.1 eV
maximum force = 4.4 eV/Å

Each line ends with the Löwdin charge.
Geometry (Å):
C  -1.28  -0.14  3.62  -0.092
C  -0.36  0.81  3.12  -0.055
C  -2.12  -0.74  2.70  -0.117
C  -0.35  1.09  1.71  -0.031
C  -2.13  -0.49  1.35  -0.031
C  -1.18  0.41  0.79  -0.346
C  -1.78  -0.66  -2.20  -1.190
C  0.52  -0.49  -0.83  -0.414
C  2.48  0.80  -0.46  -0.070
C  2.29  -0.67  -2.53  -0.086
C  1.60  0.26  -1.52  -0.485
N  -1.91  0.43  -1.43  -0.077
N  -0.91  0.75  -0.50  -0.003
S  -2.62  -0.82  -3.52  0.647
S  -0.36  -1.73  -1.74  0.944
H  -1.49  -0.31  4.64  0.083
H  0.32  1.29  3.74  0.073
H  -2.88  -1.52  3.08  0.129
H  0.44  1.81  1.32  0.108
H  -2.76  -1.07  0.65  0.113
H  0.81  -0.87  0.20  0.119
H  1.95  1.55  0.21  0.085
H  3.37  1.10  -0.85  0.043
H  2.73  -0.08  0.28  0.131
H  3.23  -0.28  -2.79  0.061
H  1.63  -0.89  -3.39  0.079
H  2.34  -1.68  -2.11  0.068
H  1.02  0.96  -2.14  0.151
H  -2.60  1.18  -1.42  0.163

No. 6
This record from OMol25 describes a structure of composition C11H14N2S2 at a distorted geometry. The level of theory is ωB97M-V/def2-TZVPD.

Computed properties:
E_HOMO = -0.2818 hartree
ΔE to the lowest compared entry with this formula, charge and spin = 165.5 kJ/mol
HOMO-LUMO gap = 8.29 eV
LUMO = 0.6 eV
maximum force = 5.1 eV/Å

Each line ends with the Löwdin charge.
Geometry (Å):
C  2.36  -1.49  1.96  -0.754
C  2.16  -2.59  -0.06  -0.105
C  0.85  -2.49  0.41  -0.091
C  -0.19  -0.94  2.21  -0.055
C  -0.27  0.65  1.88  -0.217
C  -0.38  1.05  0.49  -0.261
C  -1.75  0.73  -0.19  -0.223
C  -2.03  1.04  -1.59  -0.539
C  -2.11  0.14  -2.60  -0.095
C  -2.31  0.86  -3.93  -0.224
C  -2.33  2.19  -3.91  -0.490
H  4.07  -1.78  1.02  0.154
H  2.59  -3.27  -0.85  0.120
H  -0.22  -2.83  -0.01  0.173
H  -0.16  -1.02  3.28  0.084
H  -1.14  -1.32  1.83  0.092
H  0.50  1.26  2.20  0.064
H  -1.19  1.04  2.37  0.123
H  -0.18  2.15  0.42  0.129
H  0.45  0.53  -0.12  0.140
H  -2.02  -0.42  -0.01  0.141
H  -2.40  1.30  0.61  0.143
H  -2.14  -0.89  -2.31  0.088
H  -2.51  0.22  -4.78  0.088
H  -1.99  2.85  -4.84  0.137
N  3.07  -2.03  0.87  0.043
N  1.03  -1.74  1.56  -0.095
S  2.85  -0.54  3.35  0.453
S  -2.00  2.64  -2.34  0.978

No. 7
This record from OMol25 describes an isolated molecule of C11H14N4O5S3 at a distorted geometry. The level of theory is ωB97M-V/def2-TZVPD.

Computed properties:
E_HOMO = -0.2397 hartree
ΔE to the lowest compared entry with this formula, charge and spin = 17.8 kJ/mol
HOMO-LUMO gap = 6.78 eV
LUMO = 0.3 eV
maximum force = 4.0 eV/Å

Each line ends with the Löwdin charge.
Geometry (Å):
O  5.90  3.55  -2.58  -0.418
N  -0.86  1.38  -0.56  -0.057
N  -1.66  0.31  -0.32  -0.059
O  -6.01  -0.65  1.39  0.103
O  3.81  0.01  -1.10  0.027
O  5.88  2.96  -0.31  -0.264
O  3.74  3.17  -1.57  -0.292
S  1.17  2.91  -1.27  1.099
S  -3.61  2.22  0.23  1.000
C  0.43  1.35  -0.90  -0.541
C  1.83  -2.95  0.61  0.045
C  -5.08  1.46  0.84  -0.362
C  2.77  2.22  -1.33  -0.579
C  -5.01  0.09  0.93  -0.450
C  2.70  0.84  -1.11  -0.320
C  1.13  -1.76  0.52  -0.316
C  -2.92  0.60  0.10  -0.537
N  -3.81  -0.42  0.48  -0.079
N  1.41  0.34  -0.91  -0.019
S  5.22  2.52  -1.78  0.993
C  0.43  -1.14  1.72  -0.061
C  -3.48  -1.85  0.40  -0.016
C  1.03  -1.11  -0.86  -0.110
H  -5.66  -1.55  1.49  0.104
H  3.57  -0.83  -0.63  0.115
H  6.51  3.67  -0.53  0.065
H  1.92  -3.46  1.58  0.058
H  2.27  -3.42  -0.27  0.054
H  -5.92  2.06  1.22  0.081
H  0.47  -1.78  2.62  0.081
H  0.95  -0.18  1.94  0.093
H  -0.63  -0.90  1.52  0.052
H  -4.34  -2.43  0.09  0.088
H  -3.14  -2.22  1.38  0.096
H  -2.64  -2.02  -0.28  0.084
H  1.64  -1.70  -1.58  0.131
H  0.01  -1.27  -1.20  0.110

No. 8
This record from OMol25 describes the ion C11H14NO with charge +1 at a distorted geometry. The level of theory is ωB97M-V/def2-TZVPD.

Computed properties:
E_HOMO = -0.4541 hartree
ΔE to the lowest compared entry with this formula, charge and spin = 334.7 kJ/mol
HOMO-LUMO gap = 6.38 eV
charge = +1
LUMO = -6.0 eV
maximum force = 6.0 eV/Å

Each line ends with the Löwdin charge.
Geometry (Å):
C  0.89  3.03  0.18  0.028
C  -0.49  3.03  -0.08  -0.016
C  1.64  1.87  0.12  0.005
C  -1.04  1.87  -0.49  -0.007
C  0.98  0.63  -0.02  -0.070
C  -0.38  0.60  -0.42  -0.095
C  1.88  -0.64  -0.09  -0.287
C  -1.24  -0.54  -0.57  -0.131
C  2.60  -0.81  1.24  0.000
C  -0.91  -1.84  0.06  0.012
C  -2.50  -0.29  -1.24  -0.013
N  2.77  -0.33  -1.24  -0.004
O  3.94  -0.44  -1.05  0.068
H  1.53  4.00  0.39  0.171
H  -1.20  3.78  -0.16  0.107
H  2.65  1.78  0.22  0.095
H  -2.00  2.05  -0.73  0.085
H  1.21  -1.34  -0.56  0.108
H  3.27  -1.68  1.02  0.117
H  1.92  -1.08  1.96  0.058
H  3.03  -0.02  1.68  0.048
H  -1.89  -2.28  0.46  0.150
H  -0.36  -1.67  0.97  0.098
H  -0.56  -2.37  -0.74  0.091
H  -2.43  0.50  -1.99  0.109
H  -3.33  -0.25  -0.50  0.147
H  -2.80  -1.26  -1.68  0.126